# 1
# C38H62N11O4S3Sn

A molecular structure, C38H62N11O4S3Sn in a non-equilibrium geometry (ωB97M-V with the def2-TZVPD basis set, the Open Molecules 2025 dataset).

The value obtained for the HOMO energy is -10.03 eV. The spin multiplicity is 1. For the HOMO-LUMO gap, the calculation gives 6.776 eV. For the energy above the lowest of the compared OMol25 structures with the same formula, charge and spin, the calculation gives 0.0 kcal/mol. The electronic energy is -103325.5930 eV. The net charge is +1.

Each line ends with the Mulliken charge.
Positions of all 119 atoms, in Å:
Sn (0.0935, -0.3294, 0.8148)  0.830
N (2.5903, -4.1503, 1.3726)  -0.241
C (1.6687, -3.2145, 1.1360)  0.229
S (1.1217, -2.1713, 2.4273)  -0.357
N (1.2351, -3.1815, -0.1093)  -1.343
N (0.1683, -2.3170, -0.3172)  1.113
C (-0.5854, -2.6036, -1.3728)  -1.036
C (-1.7671, -1.8553, -1.5744)  0.768
C (-2.7173, -2.1969, -2.5859)  -0.756
C (-3.8876, -1.4642, -2.6925)  -0.454
C (-4.1055, -0.3514, -1.8394)  -0.842
C (-3.1008, -0.0544, -0.9044)  -0.564
N (-1.9426, -0.7485, -0.7691)  0.574
H (2.9839, -4.3538, 2.2903)  0.204
H (2.9147, -4.6614, 0.5667)  0.250
H (-0.2999, -3.4086, -2.0457)  0.426
H (-2.4878, -2.9759, -3.3012)  0.464
H (-4.6373, -1.7909, -3.3928)  0.480
H (-4.9826, 0.2773, -1.9310)  0.452
H (-3.2243, 0.8573, -0.2950)  0.421
C (3.1537, 2.2333, -2.3845)  -0.739
O (2.0207, 2.4247, -1.5156)  0.014
C (1.7318, 3.7688, -1.1743)  -0.144
C (0.3760, 3.8413, -0.5031)  -0.781
O (0.3850, 3.1705, 0.7731)  -0.066
C (0.6936, 4.0615, 1.8767)  -0.651
C (1.6876, 3.3144, 2.7780)  -0.576
O (1.0603, 2.1988, 3.3978)  -0.132
C (1.7890, 1.7459, 4.5261)  -0.726
H (3.0515, 2.7363, -3.3730)  0.221
H (3.2754, 1.1510, -2.4769)  0.146
H (4.1007, 2.5642, -1.9017)  0.307
H (1.7123, 4.4324, -2.0845)  0.309
H (2.5412, 4.1906, -0.4845)  0.267
H (-0.4022, 3.3438, -1.1078)  0.170
H (0.1058, 4.9002, -0.3866)  0.391
H (-0.2129, 4.3901, 2.3950)  0.265
H (1.2368, 4.9280, 1.4574)  0.536
H (2.0032, 4.0087, 3.5625)  0.508
H (2.6012, 2.9849, 2.2158)  0.225
H (1.4980, 2.2318, 5.4687)  0.269
H (2.8713, 1.9121, 4.3438)  0.393
H (1.5924, 0.6829, 4.6814)  0.082
C (6.0371, -2.1107, 3.1300)  -1.104
N (4.9215, -1.4598, 2.4525)  0.020
C (4.6905, -1.4439, 1.1241)  -0.182
S (3.8216, -0.1519, 0.4270)  -0.019
N (5.3029, -2.4137, 0.4115)  -0.074
C (5.1123, -2.5022, -1.0144)  -0.877
H (6.0127, -1.8251, 4.1903)  0.358
H (7.0063, -1.7722, 2.7511)  0.342
H (5.9949, -3.1745, 3.0049)  0.305
H (4.4219, -0.7471, 2.9695)  0.188
H (5.6445, -3.1875, 0.9803)  0.201
H (4.0615, -2.7472, -1.2406)  0.258
H (5.7971, -3.2763, -1.3808)  0.359
H (5.3351, -1.5562, -1.5041)  0.277
C (-1.5591, -1.0435, -6.6534)  -0.866
C (-0.3993, -2.0320, -6.4419)  -0.352
C (0.9945, -1.4156, -6.3372)  -0.887
C (1.3181, -0.5860, -5.0905)  -0.250
N (1.2504, 0.8429, -5.3499)  -0.154
C (0.3372, 1.6886, -4.8257)  0.008
S (-0.8790, 1.2453, -3.7964)  -0.143
N (0.5507, 2.9969, -5.1775)  -0.137
C (-0.0737, 4.1495, -4.6129)  -0.056
C (-0.8724, 4.9563, -5.6443)  -1.018
C (-2.3512, 4.5732, -5.8307)  -0.421
C (-2.6151, 3.2013, -6.4697)  -0.869
H (-2.5161, -1.5633, -6.5520)  0.368
H (-1.5443, -0.6131, -7.6575)  0.336
H (-1.5402, -0.2841, -5.8770)  0.070
H (-0.3402, -2.7480, -7.2551)  0.382
H (-0.5993, -2.6807, -5.5724)  0.125
H (1.2470, -0.8720, -7.2317)  0.345
H (1.7062, -2.2447, -6.3238)  0.399
H (2.3401, -0.8229, -4.7600)  0.331
H (0.6468, -0.7683, -4.2438)  0.038
H (1.8815, 1.2222, -6.0711)  0.276
H (1.1626, 3.2070, -5.9421)  0.223
H (0.7532, 4.7786, -4.1768)  0.122
H (-0.6800, 3.8331, -3.7157)  0.113
H (-0.3353, 4.9470, -6.6093)  0.348
H (-0.8156, 5.9869, -5.3055)  0.396
H (-2.7972, 5.4049, -6.3883)  0.359
H (-2.8122, 4.5514, -4.8442)  0.222
H (-2.2421, 3.1249, -7.4803)  0.319
H (-3.6749, 2.9903, -6.4686)  0.392
H (-2.1318, 2.4028, -5.8928)  0.062
C (0.5806, -1.7821, 8.0201)  -1.200
C (-0.7501, -2.1492, 7.4073)  0.514
C (-1.9694, -1.7364, 8.0135)  -0.669
C (-3.1764, -1.9735, 7.4054)  -0.729
C (-3.2397, -2.7258, 6.2246)  0.196
N (-4.4632, -3.1751, 5.7507)  -0.085
C (-5.0467, -3.2530, 4.4960)  0.198
O (-5.9815, -4.0158, 4.2249)  -0.685
N (-4.4980, -2.4744, 3.4901)  -0.124
C (-3.6424, -1.3637, 3.5573)  -0.179
C (-3.9979, -0.1734, 4.2358)  -0.091
C (-3.1968, 0.9675, 4.0965)  -1.180
C (-2.0576, 0.8702, 3.2729)  -0.275
N (-1.6808, -0.2609, 2.6889)  0.363
C (-2.4457, -1.3739, 2.8254)  -0.438
C (-2.0444, -3.1397, 5.5828)  0.075
C (-0.8423, -2.8400, 6.1770)  -0.409
H (0.4588, -1.3244, 8.9962)  0.352
H (1.0976, -1.0734, 7.3718)  0.183
H (1.2375, -2.6675, 8.0950)  0.330
H (-1.9171, -1.2218, 8.9644)  0.326
H (-4.1256, -1.5738, 7.8158)  0.370
H (-5.0665, -3.6325, 6.4524)  0.279
H (-4.7563, -2.8390, 2.5566)  0.256
H (-4.9180, -0.1735, 4.8100)  0.549
H (-3.4982, 1.9080, 4.5190)  0.489
H (-1.4363, 1.7512, 3.1167)  0.328
H (-2.0853, -2.2522, 2.2997)  0.448
H (-2.0912, -3.6876, 4.6067)  0.425
H (0.0731, -3.1971, 5.6626)  0.343

***

# 2
# C38H63BINNbO15

A molecular structure, C38H63BINNbO15 in a non-equilibrium geometry (ωB97M-V with the def2-TZVPD basis set, the Open Molecules 2025 dataset).

The value obtained for the HOMO energy is -4.38 eV. The spin multiplicity is 1. For the HOMO-LUMO gap, the calculation gives 6.309 eV. The electronic energy is -82959.7074 eV. The net charge is -1.

Each line ends with the Mulliken charge.
Positions of all 120 atoms, in Å:
C (6.0871, 1.2882, 4.7654)  -0.461
O (6.0015, 2.6493, 4.3776)  -0.404
C (5.9744, 2.7566, 2.9621)  -0.024
C (5.3615, 4.0808, 2.5286)  -1.152
C (4.1484, 4.4785, 3.3674)  -0.422
C (2.9514, 4.9246, 2.5002)  -0.940
C (1.6091, 4.5939, 3.1285)  -0.693
C (0.5339, 4.2033, 2.0899)  -0.579
C (-0.3664, 3.0641, 2.6119)  -1.016
Nb (-0.0821, 1.0398, 1.6423)  -0.959
O (-2.0197, 1.0868, 0.8923)  -0.770
C (-0.7882, 0.1895, 3.6350)  -0.960
C (-1.1070, -1.2975, 3.7521)  -0.381
C (-2.0796, -1.8420, 2.7071)  -0.533
I (0.6460, -2.5390, 3.9450)  -0.110
O (0.1961, -0.7511, 0.6289)  -0.492
C (1.3390, -1.0978, 0.0598)  0.120
O (2.1003, -1.8759, 0.5804)  -0.608
C (1.6624, -0.6046, -1.3181)  0.138
C (2.8089, -1.1161, -1.9249)  -0.405
C (3.2055, -0.6974, -3.1862)  -0.711
C (2.4684, 0.2500, -3.8847)  -0.167
C (1.3004, 0.7326, -3.2988)  -1.111
C (0.9048, 0.3088, -2.0388)  0.238
B (2.1756, 1.0401, 2.3801)  1.637
N (3.2301, 1.3740, 1.4358)  0.100
O (2.5555, 0.6860, 3.6836)  -0.775
H (6.7679, 0.7549, 4.1013)  0.161
H (6.4987, 1.2592, 5.7688)  0.327
H (5.1115, 0.8085, 4.7265)  0.136
H (5.3751, 1.9635, 2.5180)  0.020
H (7.0022, 2.7069, 2.5938)  0.429
H (5.1094, 3.9673, 1.4780)  0.403
H (6.1040, 4.8753, 2.5810)  0.390
H (3.8009, 3.6171, 3.9216)  0.212
H (4.3892, 5.2806, 4.0535)  0.534
H (3.0570, 4.4304, 1.5400)  0.321
H (2.9986, 5.9935, 2.2938)  0.435
H (1.6934, 3.7615, 3.8225)  0.232
H (1.2240, 5.4413, 3.6903)  0.523
H (1.0393, 3.9218, 1.1762)  0.270
H (-0.0638, 5.0840, 1.8579)  0.485
H (-0.2371, 2.9630, 3.6859)  0.373
H (-1.3987, 3.3207, 2.3779)  0.634
H (0.5520, 2.0048, 0.2217)  -0.167
H (-2.1261, 0.3001, 0.3482)  0.199
H (-0.0800, 0.4538, 4.4192)  0.372
H (-1.7089, 0.7202, 3.8893)  0.622
H (-1.5811, -1.4486, 4.7129)  0.653
H (-2.6585, -1.0385, 2.2657)  0.116
H (-1.5429, -2.4023, 1.9504)  0.238
H (-2.7562, -2.5404, 3.1864)  0.033
H (3.4068, -1.8490, -1.4157)  0.545
H (4.0972, -1.1091, -3.6312)  0.426
H (2.7667, 0.6106, -4.8515)  0.564
H (0.7156, 1.4639, -3.8303)  0.415
H (-0.0031, 0.7089, -1.6230)  0.542
H (2.8153, 1.8239, 0.6324)  0.086
H (3.7196, 0.5225, 1.1603)  -0.133
H (2.1419, 1.3302, 4.2618)  0.289
O (-2.6218, -3.7089, 5.9012)  -0.517
C (-3.2957, -4.6094, 5.5126)  0.480
O (-4.0156, -4.5516, 4.3604)  -0.339
C (-4.8053, -5.7378, 4.2047)  -0.448
C (-4.1165, -6.7950, 5.0596)  -0.486
C (-3.5287, -5.9502, 6.1890)  -0.465
H (-5.8208, -5.5249, 4.5480)  0.260
H (-4.8392, -6.0017, 3.1503)  0.317
H (-4.7905, -7.5822, 5.3930)  0.322
H (-3.3099, -7.2601, 4.4919)  0.271
H (-4.2358, -5.8063, 7.0070)  0.260
H (-2.5948, -6.3493, 6.5723)  0.301
O (-7.5790, 0.7628, -2.7930)  -0.598
C (-6.5269, 0.5541, -2.2517)  0.445
O (-5.7516, 1.5368, -1.7710)  -0.352
C (-4.5032, 0.9958, -1.2716)  -0.387
C (-4.8012, -0.4675, -0.9793)  -0.313
C (-5.8573, -0.7905, -2.0360)  -0.465
H (-3.7425, 1.1192, -2.0442)  0.165
H (-4.1962, 1.5420, -0.3845)  0.319
H (-3.9175, -1.1009, -1.0225)  0.313
H (-5.2341, -0.5639, 0.0170)  0.226
H (-5.4122, -1.1094, -2.9798)  0.267
H (-6.5807, -1.5281, -1.7006)  0.315
O (-10.1810, 1.9835, -8.1379)  -0.588
C (-10.1660, 2.0528, -6.9430)  0.473
O (-9.2084, 2.7100, -6.2591)  -0.373
C (-9.3943, 2.5303, -4.8356)  -0.235
C (-10.8650, 2.1729, -4.6741)  -0.544
C (-11.1492, 1.4202, -5.9726)  -0.386
H (-8.7374, 1.7341, -4.4926)  0.187
H (-9.1267, 3.4504, -4.3231)  0.347
H (-11.0653, 1.6009, -3.7707)  0.329
H (-11.4687, 3.0817, -4.6388)  0.267
H (-10.9186, 0.3573, -5.8908)  0.249
H (-12.1686, 1.5521, -6.3237)  0.301
O (3.1332, 1.3814, -7.1836)  -0.569
C (3.4173, 0.3379, -7.6876)  0.541
O (3.9940, -0.6878, -7.0124)  -0.319
C (4.2985, -1.7611, -7.9187)  -0.447
C (3.3750, -1.5605, -9.1126)  -0.482
C (3.2355, -0.0400, -9.1469)  -0.456
H (5.3529, -1.6885, -8.1949)  0.266
H (4.1320, -2.7068, -7.4091)  0.319
H (3.7624, -1.9958, -10.0317)  0.321
H (2.4042, -2.0136, -8.9087)  0.273
H (4.0264, 0.4349, -9.7288)  0.266
H (2.2633, 0.2830, -9.5062)  0.292
O (5.5978, -0.2233, 1.5198)  -0.518
C (6.0804, -1.2978, 1.7025)  0.331
O (7.3680, -1.4723, 2.1067)  -0.433
C (7.6838, -2.8722, 2.1420)  -0.486
C (6.3424, -3.5865, 2.2648)  -0.660
C (5.4112, -2.6431, 1.5043)  0.076
H (8.2077, -3.1309, 1.2180)  0.255
H (8.3449, -3.0615, 2.9850)  0.360
H (6.3618, -4.6037, 1.8773)  0.352
H (6.0420, -3.6309, 3.3123)  0.291
H (5.3841, -2.8614, 0.4358)  0.153
H (4.3988, -2.6276, 1.8995)  0.110